The following is a quantum chemistry calculation of a cluster of 2 separate species, C4H7NS in total at a distorted geometry, from OMol25.

Cartesian coordinates (Å):
C: -1.235 -0.119 1.285
C: 2.680 1.075 -1.858
C: -0.698 0.947 -0.833
C: -1.323 -1.657 1.422
N: -0.967 0.412 0.219
S: 1.769 1.263 -0.564
H: -0.988 0.447 2.254
H: 3.122 2.013 -2.267
H: 2.732 0.174 -2.466
H: -1.385 1.302 -1.581
H: -2.223 -1.970 1.918
H: -1.000 -2.054 0.469
H: -0.485 -1.834 2.001

The calculation puts the energy above the lowest of the compared OMol25 structures with the same formula, charge and spin at 465.3 kJ/mol. The value obtained for the HOMO energy is -7.256 eV. The lowest unoccupied orbital energy comes out at 0.413 eV. As for the total charge: 0. The frontier orbital gap is 7.669 eV.

These are the Mulliken partial charges, in e, on atoms 1 to 8: -0.1523 -0.4276 -0.2811 -0.9182 -0.0167 -0.1951 0.2877 0.2233